No. 1
79
Properties=species:S:1:pos:R:3:forces:R:3:mulliken_charge:R:1 method="wB97M-V/def2-TZVPD" relative_energy_kcal_mol=0.0 orbital_gap_ev="6.6 / 6.9" charge=+1 energy_ha=-2443.82312 molar_mass_g_mol=640.61
Pd -0.465475 -0.260033 -0.277039 -0.44 -0.52 -0.12 0.684
C -2.465241 0.559160 2.339010 -0.02 0.00 -0.10 -1.116
N -1.764630 -0.443144 3.117782 -0.03 0.09 0.16 0.147
C -2.577797 -1.565309 3.564245 -0.06 0.03 0.01 -0.965
C -0.418101 -0.586285 2.959623 0.03 -0.19 -0.05 -0.151
N 0.165332 -0.093764 1.903375 0.34 0.37 0.30 1.189
C 1.526431 0.280068 1.934178 -0.14 -0.03 -0.10 -0.609
C 2.078288 0.970705 3.012567 -0.02 0.01 0.03 -0.367
C 3.384131 1.427086 2.986608 0.03 -0.02 -0.09 -0.794
C 4.153626 1.226760 1.846848 -0.07 0.00 0.06 -0.886
C 3.604739 0.574912 0.756150 -0.01 0.01 -0.01 -0.519
C 2.301851 0.072364 0.783275 -0.04 0.02 -0.11 -0.808
N 1.701493 -0.509358 -0.365331 -0.02 -0.01 0.63 1.326
C 2.453451 -1.186082 -1.204864 0.08 -0.07 0.08 -0.015
N 2.159686 -1.124336 -2.516186 -0.16 -0.03 -0.37 0.238
C 2.471360 -2.192957 -3.452909 0.07 0.07 -0.09 -1.349
C 1.250096 -0.096286 -2.994480 0.10 0.03 -0.20 -1.076
N 3.509577 -1.958186 -0.827256 -0.07 -0.02 -0.02 0.636
C 4.757116 -2.000836 -1.568063 0.02 0.05 -0.01 -1.382
C 3.554443 -2.552252 0.493190 -0.03 -0.05 0.05 -0.493
N 0.218436 -1.310612 3.933983 0.01 0.04 0.02 0.300
C -0.071387 -1.108214 5.343177 0.01 0.00 -0.02 -1.425
C 1.438571 -2.038913 3.656944 -0.01 -0.06 -0.06 -0.494
H -3.349075 0.874352 2.893192 -0.01 0.01 -0.01 0.395
H -2.777566 0.189469 1.356334 0.00 0.02 0.04 0.293
H -1.816369 1.418282 2.179157 -0.06 -0.06 0.03 0.208
H -3.570651 -1.195211 3.813824 0.01 0.00 0.02 0.388
H -2.168045 -2.044257 4.447455 0.03 -0.02 -0.02 0.331
H -2.687313 -2.317257 2.775881 -0.03 -0.01 -0.02 0.231
H 1.454949 1.158035 3.879121 0.00 0.01 0.02 0.516
H 3.789443 1.956286 3.837445 0.01 0.01 0.02 0.455
H 5.167421 1.598364 1.796487 0.02 0.02 0.00 0.458
H 4.192619 0.461326 -0.145953 0.02 0.01 -0.03 0.498
H 2.850177 -3.058940 -2.918370 -0.03 0.03 -0.04 0.323
H 3.212327 -1.873913 -4.188580 0.00 0.01 0.00 0.343
H 1.564251 -2.480688 -3.987855 0.08 0.03 -0.04 0.562
H 1.454794 0.851217 -2.496286 -0.01 -0.10 -0.02 0.282
H 0.199477 -0.356124 -2.817507 0.09 -0.01 -0.02 0.176
H 1.405610 0.027856 -4.065667 0.02 0.01 -0.01 0.478
H 4.709590 -1.344888 -2.433536 0.01 0.00 0.01 0.425
H 4.993883 -3.013934 -1.900405 0.00 0.00 0.00 0.362
H 5.566858 -1.655374 -0.919636 0.02 0.00 -0.01 0.403
H 2.541244 -2.640789 0.881186 0.07 0.00 -0.03 -0.367
H 4.160793 -1.964316 1.189368 -0.02 -0.03 -0.01 0.244
H 3.979319 -3.554292 0.410160 0.00 -0.01 -0.01 0.502
H -0.865131 -0.375630 5.460366 -0.01 0.00 0.01 0.429
H 0.825325 -0.736193 5.846954 0.00 0.01 0.02 0.383
H -0.370822 -2.039168 5.830162 0.01 -0.02 0.00 0.405
H 1.485239 -2.279395 2.595797 -0.01 0.02 0.09 -0.233
H 1.420857 -2.971409 4.224463 0.00 -0.01 0.00 0.427
H 2.335754 -1.476513 3.932619 -0.01 -0.03 0.00 0.276
Cl 2.435257 -6.423508 0.330826 0.00 -0.01 0.01 -0.208
C 1.299307 -5.173075 -0.047690 0.00 0.01 0.00 0.441
C 0.474223 -4.670163 0.950313 0.04 0.02 -0.03 -1.105
C -0.409513 -3.652618 0.645326 0.01 0.01 -0.01 0.482
C -0.497134 -3.130541 -0.653514 -0.01 -0.14 0.02 1.068
C -1.422086 -2.062111 -0.959035 0.36 1.06 -0.03 -2.721
C 0.339779 -3.667792 -1.638090 -0.06 -0.08 0.03 0.027
C 1.232525 -4.682415 -1.344286 -0.05 0.05 0.04 -1.097
H 0.532636 -5.078191 1.949674 0.00 0.00 0.02 0.464
H -1.048265 -3.249657 1.423055 -0.01 -0.01 -0.01 0.221
H -2.278675 -1.954701 -0.294907 -0.03 -0.07 -0.09 0.580
H -1.639142 -1.857012 -2.003607 -0.06 -0.21 0.01 0.580
H 0.269861 -3.291406 -2.651198 -0.08 -0.07 0.09 0.629
H 1.867004 -5.105497 -2.110785 0.01 -0.03 -0.01 0.542
O -2.179082 1.202420 -0.795754 0.36 0.03 -0.06 -0.741
S -1.247385 2.151394 -1.560222 -0.19 -0.25 -0.13 0.404
C -2.126684 3.730485 -1.751814 -0.18 -0.03 0.06 -0.729
C -1.588747 4.708711 -0.711996 0.01 -0.01 0.02 -0.680
C -0.111142 4.356898 -0.539887 -0.04 -0.02 -0.02 -0.851
C -0.087005 2.845965 -0.350392 0.05 0.01 0.10 0.357
H -3.183369 3.481101 -1.656333 0.00 0.06 -0.01 0.420
H -1.936488 4.064142 -2.771889 0.03 0.00 0.00 0.386
H -2.117038 4.575143 0.234001 0.02 0.00 0.00 0.290
H -1.736876 5.739310 -1.031264 0.00 0.00 0.00 0.394
H 0.353241 4.860231 0.306934 -0.03 0.01 0.02 0.383
H 0.450554 4.638047 -1.433752 0.01 0.00 -0.01 0.349
H -0.508189 2.553772 0.616346 0.06 0.01 0.00 -0.213
H 0.887678 2.371481 -0.471966 0.00 0.05 0.01 0.060


No. 2
85
Properties=species:S:1:pos:R:3:forces:R:3:mulliken_charge:R:1 method="wB97M-V/def2-TZVPD" orbital_gap_ev=6.6 charge=+2 energy_ha=-4841.79817 molar_mass_g_mol=904.61
Tl 0.347181 2.654984 1.933071 -0.12 -0.31 0.19 0.494
O -1.572347 3.528808 1.495765 -0.11 0.08 -0.03 -0.496
N -2.652475 2.915809 1.896434 0.00 0.01 -0.06 -0.334
N -2.487619 1.833697 2.517873 0.14 0.04 0.00 0.972
O -1.313234 1.314545 2.769190 -0.12 0.16 -0.10 -0.613
C -3.660679 1.129781 2.998874 0.01 0.03 -0.03 0.352
C -3.477589 -0.130289 3.540597 -0.06 0.02 0.00 -0.336
C -4.590388 -0.811691 4.011006 0.01 -0.01 0.00 -0.540
C -5.847973 -0.233283 3.936674 0.00 -0.03 0.02 -0.520
C -6.003282 1.033942 3.390455 0.00 0.04 -0.03 -0.550
C -4.907664 1.733495 2.913866 -0.02 -0.08 0.07 -0.436
H -2.489807 -0.560263 3.597898 0.00 0.01 -0.01 0.476
H -4.468669 -1.795895 4.441579 -0.01 -0.01 0.00 0.398
H -6.710188 -0.766934 4.312183 0.00 0.00 0.00 0.406
H -6.982838 1.488750 3.342572 -0.01 0.00 0.00 0.404
H -5.019200 2.725223 2.503806 0.01 0.01 -0.01 0.470
C 3.194853 -3.809835 2.015286 0.02 -0.01 -0.01 -1.604
C 2.369081 -2.537423 1.891876 -0.03 0.00 0.04 0.603
C 3.116362 -1.426398 1.162376 0.02 0.01 0.00 -1.014
C 2.296387 -0.132322 1.046693 0.05 -0.04 0.09 -0.319
Ge 2.187599 0.857412 2.735953 0.15 0.17 -0.29 0.354
C 1.316010 0.160856 4.317535 0.17 -0.09 0.10 -0.557
C 2.432026 -0.438429 5.196908 -0.03 -0.03 0.00 -0.811
C 1.880324 -1.209529 6.397556 -0.02 0.05 0.01 -0.663
C 1.163192 -2.494206 6.005697 -0.03 -0.04 -0.01 -0.980
H 2.637239 -4.601911 2.512819 -0.01 0.01 0.01 0.414
H 4.105114 -3.631319 2.589634 0.01 0.00 0.01 0.358
H 3.493787 -4.180903 1.033403 0.00 0.00 -0.01 0.384
H 2.065312 -2.202260 2.890219 0.03 0.01 -0.02 -0.338
H 1.434967 -2.742707 1.357125 0.01 -0.02 -0.01 0.298
H 3.364346 -1.774369 0.154283 -0.01 0.03 -0.01 0.421
H 4.080677 -1.233934 1.642898 -0.01 -0.01 0.05 0.510
H 1.284989 -0.373005 0.707191 -0.03 0.07 0.02 0.225
H 2.742133 0.564163 0.331909 -0.02 -0.02 -0.02 0.125
H 3.399573 1.753409 2.989558 0.04 -0.07 0.04 0.111
H 0.580219 -0.581469 4.011013 -0.01 0.00 -0.03 0.303
H 0.790765 0.949919 4.855326 -0.01 0.02 -0.02 0.613
H 3.084102 0.368650 5.539541 0.00 -0.01 0.02 0.492
H 3.063275 -1.120954 4.612328 0.00 0.03 0.00 0.324
H 1.209793 -0.554587 6.960846 -0.01 -0.02 0.01 0.318
H 2.710962 -1.442380 7.065862 0.01 -0.01 -0.02 0.359
H 0.258675 -2.302885 5.424491 0.00 0.01 -0.01 0.201
H 0.861057 -3.059005 6.886207 0.00 0.02 0.01 0.389
H 1.814779 -3.139845 5.411893 0.01 0.00 0.00 0.231
C -1.732041 -2.368246 -2.319401 0.06 -0.05 -0.07 -1.032
Si -0.142541 -2.047065 -3.239170 -0.08 0.05 -0.04 0.592
C -0.229694 -2.434069 -5.062286 -0.03 -0.06 0.09 -1.029
C 1.346623 -2.823633 -2.406505 -0.03 0.04 0.02 -0.853
Si 0.364934 0.275808 -3.034832 0.14 -0.06 -0.09 -0.057
Te -0.729106 1.451022 -1.194413 -0.03 -0.08 0.10 0.130
Si -2.206768 2.541433 -3.038353 -0.01 0.09 0.05 0.257
C -1.840590 4.355814 -2.995087 -0.05 -0.07 -0.05 -0.990
C -3.931819 2.071370 -2.552489 0.08 0.04 -0.04 -1.005
C -1.633361 1.701259 -4.617049 -0.03 0.00 0.03 -1.002
Si 2.197417 1.370694 -4.103354 -0.11 0.01 -0.05 0.350
C 1.941949 3.209980 -3.910434 0.07 -0.07 -0.05 -1.068
C 2.232857 0.799732 -5.879265 0.05 0.06 0.07 -1.042
C 3.654633 0.725776 -3.118959 -0.04 0.05 0.02 -0.995
H -1.828976 -3.441320 -2.136794 -0.02 -0.01 0.00 0.385
H -2.602247 -2.056787 -2.899533 0.00 0.02 -0.01 0.310
H -1.765212 -1.858214 -1.355855 0.03 0.00 0.01 0.300
H -0.289032 -3.518636 -5.185424 -0.01 -0.01 -0.02 0.398
H 0.646981 -2.091524 -5.611990 0.02 0.00 0.02 0.295
H -1.117906 -2.005970 -5.529259 0.00 0.02 0.00 0.351
H 1.237241 -3.910184 -2.456715 0.00 -0.01 0.00 0.483
H 1.419551 -2.552920 -1.350930 -0.01 0.01 0.02 0.010
H 2.287165 -2.568253 -2.896361 0.00 0.00 -0.03 0.351
H -2.004365 4.766555 -1.998137 -0.01 -0.01 0.02 0.340
H -2.514461 4.872713 -3.683976 0.01 0.02 -0.01 0.388
H -0.814389 4.570671 -3.293854 0.00 0.00 0.01 0.301
H -4.147662 2.367260 -1.525147 0.01 0.02 0.01 0.330
H -4.101330 0.998452 -2.645265 0.01 -0.01 0.01 0.313
H -4.639779 2.590106 -3.204772 -0.01 -0.01 -0.02 0.385
H -0.598276 1.961496 -4.859200 0.02 -0.02 -0.02 0.028
H -2.223726 2.026136 -5.479019 -0.04 0.03 0.02 0.510
H -1.764944 0.611880 -4.575098 0.03 -0.02 0.01 0.207
H 1.216583 3.594705 -4.629312 -0.01 -0.01 -0.01 0.315
H 2.886607 3.726227 -4.097683 0.00 0.02 -0.01 0.492
H 1.608309 3.474777 -2.905906 0.02 -0.01 0.02 0.294
H 1.377409 1.160860 -6.451521 -0.02 0.00 0.01 0.363
H 2.271815 -0.286405 -5.966861 0.01 -0.01 0.02 0.304
H 3.133896 1.196401 -6.354283 0.00 0.01 -0.02 0.401
H 3.653793 1.093522 -2.091528 -0.01 0.01 0.01 0.242
H 4.570768 1.086535 -3.593794 0.02 0.01 0.00 0.433
H 3.708860 -0.363371 -3.098453 -0.01 -0.02 -0.02 0.321


No. 3
18
Properties=species:S:1:pos:R:3:forces:R:3:mulliken_charge:R:1 method="wB97M-V/def2-TZVPD" relative_energy_kcal_mol=0.0 orbital_gap_ev=9.1 smiles=COP[Si@H](C)OC energy_ha=-902.19378 molar_mass_g_mol=138.18
C 0.652110 2.526212 -1.627009 -0.23 2.25 -0.45 -0.669
O 0.165636 1.466999 -0.765526 1.79 2.76 0.02 -0.109
P -0.573543 0.190168 -1.398341 -1.90 -0.56 -0.73 -0.187
Si -0.920264 -0.914833 0.658248 -1.34 1.04 -0.02 0.309
C -0.843179 0.292811 2.181321 2.72 -0.26 -1.99 -1.077
O 0.308443 -1.919148 0.858908 0.65 -0.84 1.43 -0.154
C 1.160353 -2.715370 0.081631 -1.93 2.66 -3.43 -0.650
H 0.855327 2.217848 -2.694584 -0.35 -0.08 1.17 0.302
H 1.592218 3.028916 -1.242713 -0.85 -1.26 -0.03 0.226
H -0.053242 3.490156 -1.678314 0.79 -2.43 0.18 0.241
H -1.877920 0.894198 -1.747269 0.92 -1.11 0.64 0.061
H -2.173756 -1.807147 0.471235 0.61 0.81 0.27 -0.130
H -0.329808 1.264499 1.945712 -0.45 -0.97 -0.13 0.268
H -1.738919 0.519827 2.596731 -3.12 0.75 0.90 0.421
H -0.294010 -0.137358 3.007192 0.45 -0.49 -0.01 0.335
H 0.611506 -3.500266 -0.465963 0.49 -0.37 0.91 0.269
H 2.058486 -2.894956 0.572697 1.22 -1.04 1.06 0.289
H 1.400563 -2.002557 -0.753958 0.51 -0.88 0.21 0.253